Record 1
The following is a DFT calculation (ωB97M-V/def2-TZVPD) of C11H23N5O6Zn as an isolated structure.

As for the HOMO energy (alpha / beta): -0.222 / -0.222 Eh. The value obtained for the LUMO energy (alpha / beta) is -1.7 / -1.7 eV. As for the charge: 0.

```
46
C11H23N5O6Zn | the Open Molecules 2025 dataset | ωB97M-V/def2-TZVPD
O -0.0167 0.3394 -5.1421
H -0.5446 -0.0577 -5.8527
Zn 0.0552 0.0087 -0.0438
N 0.1654 1.8444 1.0880
N 1.5161 0.9365 -1.0138
N -1.3381 -1.0330 1.2417
N -0.1581 -1.6885 -1.0387
O -0.3456 2.1401 2.2197
O -1.9066 -0.7660 2.4926
O 0.3147 -1.9590 -2.3113
O 2.0422 0.3940 -2.0324
C 1.9702 2.0677 -0.4517
C 1.3071 2.4967 0.7641
C -1.3202 -2.3704 0.9383
C -0.7128 -2.6950 -0.3485
C 1.7035 3.5951 1.6673
H 1.9599 3.2156 2.6719
H 0.8314 4.2594 1.7642
H 2.5556 4.1492 1.2498
C 3.0795 2.7820 -1.1253
H 2.7875 3.0266 -2.1622
H 3.9601 2.1207 -1.1732
H 3.3334 3.7033 -0.5901
C -2.0078 -3.3689 1.7880
C -0.8098 -4.0669 -0.9271
H -2.6442 -2.8302 2.4950
H -1.2698 -3.9844 2.3272
H -2.6074 -4.0079 1.1219
H -0.0439 -4.2573 -1.6884
H -1.8044 -4.2306 -1.3815
H -0.7061 -4.7987 -0.1127
H -1.6077 0.1405 2.7705
H 0.6860 -1.0967 -2.6320
C -0.9286 0.7956 -4.1460
H -0.3608 1.4460 -3.4824
H -1.2823 -0.0541 -3.5624
H -1.7638 1.3333 -4.5911
O -1.9855 1.0673 -0.2664
H -2.0961 0.2516 0.2998
H -1.4368 1.6650 0.3043
C 0.0297 0.0027 4.6969
C 0.4120 -0.1170 3.3056
N 0.9691 -0.4276 2.3443
H -0.8004 0.6102 5.0285
H 0.9243 0.4057 5.1234
H -0.0991 -0.9871 5.0937
```

Here are the natural (NBO) charges for atoms 1 to 8, given in e:
1 O -0.721
2 H 0.458
3 Zn 1.626
4 N -0.310
5 N -0.267
6 N -0.255
7 N -0.236
8 O -0.690

***

Record 2
The following is a DFT calculation (ωB97M-V/def2-TZVPD) of the molecule C6H12O.

As for the HOMO energy: -0.369 Eh. As for the SMILES: CC(C)[C@H]1O[C@H]1C. The value obtained for the LUMO energy is 1.1 eV. As for the charge: 0.

```
19
C6H12O | the Open Molecules 2025 dataset | ωB97M-V/def2-TZVPD
C -1.9533 -0.9421 -0.7363
C -0.7660 -0.0910 -0.2377
C -1.0215 1.0242 0.8722
C 0.2562 -0.8101 0.6160
O 1.4669 -1.6181 0.3343
C 1.6019 -0.2806 0.7472
C 2.1617 0.6154 -0.3287
H -2.6957 -0.3469 -1.2849
H -1.6156 -1.7254 -1.4312
H -2.4661 -1.4501 0.0858
H -0.3483 0.4260 -1.1127
H -0.7465 0.7763 1.9193
H -2.0671 1.2983 0.9104
H -0.4020 1.8982 0.6446
H -0.2710 -1.2210 1.4778
H 1.9522 -0.0710 1.7573
H 1.8864 0.2372 -1.3182
H 3.2510 0.6136 -0.2732
H 1.8121 1.6491 -0.2370
```

Here are the natural (NBO) charges for atoms 1 to 8, given in e:
1 C -0.609
2 C -0.245
3 C -0.609
4 C 0.058
5 O -0.497
6 C 0.049
7 C -0.641
8 H 0.212

***

Record 3
The following is a DFT calculation (ωB97M-V/def2-TZVPD) of C27H50BiOP2 as an isolated structure.

As for the HOMO energy (alpha / beta): -0.337 / -0.321 Eh. The value obtained for the LUMO energy (alpha / beta) is -3.2 / -3.1 eV. As for the charge: +1.

```
81
C27H50BiOP2 | the Open Molecules 2025 dataset | ωB97M-V/def2-TZVPD
Bi 0.0247 0.1674 -1.4777
C -0.6567 -2.5455 1.3984
C 0.7015 -2.6885 1.0047
C 0.5867 -1.0226 2.5856
C -0.7258 -1.5137 2.3736
C 1.4703 -1.7445 1.7393
C -1.8072 -3.3235 0.8891
H -1.5713 -3.7972 -0.0736
H -2.6968 -2.6863 0.7619
H -2.0728 -4.1248 1.6010
C -1.9434 -1.0177 3.0476
H -2.8423 -1.4765 2.6146
H -2.0304 0.0776 2.9455
H -1.9258 -1.2516 4.1264
C 0.9532 0.0564 3.5268
H 0.8032 -0.2558 4.5725
H 0.3322 0.9497 3.3565
H 2.0038 0.3391 3.4039
C 2.9333 -1.5548 1.6537
H 3.4434 -2.1450 2.4369
H 3.2072 -0.4979 1.8025
H 3.3191 -1.8888 0.6793
C 1.2314 -3.6468 0.0157
H 1.6292 -4.5314 0.5288
H 2.0503 -3.2183 -0.5702
H 0.4516 -3.9887 -0.6684
C -1.8527 1.4025 -6.4547
C -2.0608 0.0850 -6.2988
C -1.2839 -1.0081 -6.9636
C 0.2768 -0.7955 -7.0666
C 0.9077 -0.0809 -5.9067
C 1.1173 1.2477 -5.9028
C 0.6055 2.2092 -6.9351
C -0.8873 2.0618 -7.3953
H -1.6689 -1.1487 -7.9958
H 0.5139 -0.2897 -8.0199
H -1.4768 -1.9565 -6.4276
H -0.9028 1.5512 -8.3738
H -2.5576 2.0917 -5.9540
H -2.9951 -0.2352 -5.8116
H -1.2457 3.0909 -7.5737
H 0.7470 3.2383 -6.5528
H 1.8346 1.6950 -5.2172
H 1.2312 2.1702 -7.8471
H 0.7375 -1.8006 -7.1472
H 1.3463 -0.7157 -5.1250
P -1.7620 0.7548 -3.1785
P 1.6318 2.0518 -2.2865
C -0.8860 2.2378 -3.8373
C 0.3124 2.9711 -3.1852
H -1.6766 2.9853 -4.0113
H -0.5528 1.9046 -4.8243
H 0.8183 3.5523 -3.9725
H -0.0929 3.6948 -2.4593
C 2.3541 3.1775 -1.0639
H 3.0000 2.6102 -0.3786
H 1.5717 3.6665 -0.4699
H 2.9622 3.9453 -1.5652
C 2.9774 1.3065 -3.2404
H 3.5076 2.0643 -3.8340
H 2.5987 0.5258 -3.9163
H 3.6911 0.8223 -2.5583
C -3.5466 0.9644 -3.1949
H -4.0432 0.0582 -2.8162
H -3.8994 1.1758 -4.2158
H -3.7848 1.8083 -2.5318
C -1.3641 -0.9167 -3.8397
H -0.8624 -1.5640 -3.0975
H -0.6640 -0.8466 -4.6777
H -2.2739 -1.4382 -4.1805
C -1.0841 3.8611 0.7572
C -1.5122 2.4058 0.6884
C -3.0299 2.2937 0.7049
O -0.9759 1.8404 -0.4800
H -1.4896 4.4097 -0.0976
H -0.0011 3.9773 0.7491
H -1.4524 4.3535 1.6675
H -1.1414 1.8779 1.5900
H -3.4680 2.8305 -0.1458
H -3.3573 1.2563 0.6508
H -3.4397 2.7214 1.6281
```

Here are the Löwdin charges for atoms 1 to 8, given in e:
1 Bi 1.329
2 C -0.240
3 C -0.223
4 C -0.214
5 C -0.185
6 C -0.229
7 C -0.061
8 H 0.065

***

Record 4
The following is a DFT calculation (ωB97M-V/def2-TZVPD) of C8H18Br4FN2O4PS as an isolated structure.

As for the HOMO energy: -0.358 Eh. The value obtained for the LUMO energy is -1.7 eV. As for the charge: 0.

```
39
C8H18Br4FN2O4PS | the Open Molecules 2025 dataset | ωB97M-V/def2-TZVPD
C 3.4174 -2.2081 0.6218
N 2.2471 -1.5727 -0.1582
C 2.4306 -0.0739 -0.2364
C 0.9304 -1.9784 0.4643
O 0.7467 -3.3149 0.6535
C -0.3077 -0.9894 0.8823
N -1.2991 -0.7202 -0.2648
P -2.0720 -2.2296 -0.8170
O -2.9147 -1.9302 -2.1588
S -2.5947 0.2338 0.4282
O -2.0244 1.6413 0.8379
O -3.2546 -0.3890 1.6816
F -3.8735 0.5426 -0.7047
H 4.3078 -1.4499 0.7505
H 3.7611 -3.1810 0.0244
H 3.0993 -2.5228 1.7196
H 3.2809 0.1128 -1.0537
H 1.4957 0.5240 -0.6132
H 2.8869 0.3778 0.7696
H -0.8791 -1.5095 1.7919
H 0.0154 0.0711 1.2764
H -3.0813 -2.6561 0.1622
H -1.1427 -3.2886 -1.1559
Br -0.7603 0.2506 -3.7262
C -2.6333 0.6277 -4.1193
C -2.7693 1.5053 -5.3414
Br -2.3472 3.3632 -4.9264
H -3.0666 1.0686 -3.2174
H -3.0889 -0.3512 -4.2946
H -3.8055 1.5209 -5.6915
H -2.1165 1.2057 -6.1662
Br 1.1976 0.1748 3.3500
C 1.6444 1.6377 4.5605
C 2.0560 2.8736 3.7956
Br 3.8755 2.7087 3.1142
H 2.4195 1.2672 5.2370
H 0.7296 1.8234 5.1306
H 2.0778 3.7460 4.4553
H 1.4118 3.0885 2.9383
```

Here are the natural (NBO) charges for atoms 1 to 8, given in e:
1 C -0.441
2 N -0.449
3 C -0.466
4 C 0.661
5 O -0.598
6 C -0.410
7 N -0.858
8 P 1.461

***

Record 5
The following is a DFT calculation (ωB97M-V/def2-TZVPD) of a 10-piece molecular cluster, C42H69Cl18N4O4S overall.

As for the HOMO energy: -0.395 Eh. The value obtained for the LUMO energy is -1.8 eV. As for the charge: +1.

```
138
C42H69Cl18N4O4S | the Open Molecules 2025 dataset | ωB97M-V/def2-TZVPD
C -3.7849 -0.2517 1.1770
C -3.7927 0.3076 0.1146
C -3.5334 1.0215 -1.1640
C -2.3948 0.3611 -1.8897
N -1.1300 0.3270 -1.4532
C -0.3650 -0.3055 -2.3607
N 0.9422 -0.5047 -2.2381
C 1.5606 -0.0254 -0.9747
C 2.1963 1.3781 -1.0792
C 1.3999 2.4246 -1.8917
S 1.9572 4.0618 -1.2265
C 1.8365 -1.1345 -3.1921
C 2.0607 -0.2775 -4.4983
C 3.4670 0.3627 -4.4917
C 3.5080 1.3973 -5.6209
O 2.5631 2.1117 -5.8725
O 4.6346 1.4581 -6.3538
N -1.1684 -0.7023 -3.4145
C -0.9817 -1.3747 -4.7011
C -1.0404 -0.3177 -5.8511
C -1.3263 -1.0976 -7.1739
C -0.2604 -2.1497 -7.4555
O -0.5343 -3.3240 -7.5076
O 1.0210 -1.7437 -7.6859
N -2.4059 -0.2756 -3.0723
C -3.6789 -0.4258 -3.7940
C -4.4863 -1.6314 -3.2821
C -3.9219 -2.9257 -3.2526
C -4.6427 -4.0352 -2.8161
C -5.9612 -3.9235 -2.3483
C -6.5339 -2.6448 -2.3788
C -5.8267 -1.5214 -2.8494
C -6.6109 -0.1944 -2.8538
H -3.8285 -0.4961 2.2244
H -3.2054 2.0468 -0.9179
H -4.4490 1.1227 -1.7544
H 2.3909 -0.7182 -0.7580
H 0.8764 -0.1102 -0.1243
H 2.2671 1.7656 -0.0477
H 3.2250 1.3644 -1.4674
H 1.6826 2.4374 -2.9571
H 0.3160 2.3968 -1.7519
H 2.2092 4.8735 -2.2845
H 1.4986 -2.1591 -3.4282
H 2.8359 -1.2736 -2.7551
H 1.8868 -0.9407 -5.3547
H 1.3192 0.5331 -4.4430
H 4.2112 -0.4341 -4.6185
H 3.6302 0.9213 -3.5590
H 4.5525 2.2419 -6.9224
H -1.8441 -2.0349 -4.8872
H -0.1015 -2.0165 -4.7616
H -1.8335 0.4080 -5.6474
H -0.0774 0.1826 -6.0067
H -1.3226 -0.3858 -8.0170
H -2.2871 -1.6241 -7.1360
H 1.5657 -2.5290 -7.5101
H -4.2684 0.4935 -3.7434
H -3.5323 -0.6040 -4.8715
H -2.8996 -3.1271 -3.5840
H -4.2053 -5.0360 -2.8221
H -6.5244 -4.7827 -1.9809
H -7.5599 -2.5102 -2.0255
H -6.1942 0.5271 -3.5658
H -6.5032 0.2314 -1.8379
H -7.6768 -0.3782 -3.0264
Cl 3.4062 3.1971 2.8721
C 1.9178 3.7349 3.6959
C 0.8163 2.7252 3.5157
Cl 0.2489 2.6563 1.8225
H 1.6404 4.7132 3.3089
H 2.1570 3.8425 4.7537
H -0.0446 2.9958 4.1300
H 1.1457 1.7284 3.8032
Cl 4.9254 0.5818 0.9385
C 6.2577 1.7158 1.2798
C 7.5788 0.9979 1.3917
Cl 7.6552 -0.0277 2.8486
H 6.0185 2.2601 2.1908
H 6.2889 2.4269 0.4549
H 8.3902 1.7202 1.4710
H 7.7637 0.3688 0.5236
Cl 6.6125 -4.3765 0.9883
C 7.2646 -3.8819 2.5731
C 7.0687 -4.9440 3.6269
Cl 5.3517 -5.1598 4.0608
H 6.7885 -2.9450 2.8539
H 8.3288 -3.6959 2.4341
H 7.5900 -4.6560 4.5388
H 7.4553 -5.9069 3.3004
Cl -1.2668 3.8524 5.8314
C -2.9383 3.7085 5.2242
C -3.9472 3.6588 6.3438
Cl -3.8306 2.1485 7.2826
H -2.9935 2.8212 4.5963
H -3.1233 4.5815 4.5995
H -4.9552 3.6997 5.9332
H -3.8241 4.4931 7.0309
Cl 1.0242 -5.6298 2.9952
C 2.6904 -5.4879 2.3775
C 3.1188 -4.0516 2.2181
Cl 2.2336 -3.2266 0.9047
H 2.7473 -6.0282 1.4351
H 3.3397 -5.9844 3.0975
H 4.1763 -4.0095 1.9618
H 2.9654 -3.4840 3.1331
Cl -6.4878 2.8780 11.4374
C -4.7820 2.3679 11.5072
C -4.5340 1.0999 10.7292
Cl -5.3043 -0.3179 11.4858
H -4.5062 2.2546 12.5533
H -4.1914 3.1789 11.0821
H -3.4644 0.8954 10.6906
H -4.9043 1.1802 9.7097
Cl 0.9029 5.5969 7.2099
C 2.3129 6.1640 8.1419
C 3.4107 6.6853 7.2480
Cl 4.1725 5.3865 6.2925
H 2.6595 5.3407 8.7626
H 1.9610 6.9611 8.7958
H 4.1957 7.1356 7.8540
H 3.0376 7.4370 6.5558
Cl -0.8446 6.1852 -4.9972
C 0.2927 4.8420 -5.2662
C -0.4103 3.5755 -5.6788
Cl -1.3908 2.8914 -4.3483
H 0.8678 4.6984 -4.3534
H 0.9739 5.1540 -6.0566
H 0.3257 2.8209 -5.9522
H -1.0680 3.7405 -6.5297
Cl -4.6684 -7.8116 -3.0890
C -3.5133 -8.2327 -1.7975
C -4.0586 -7.9285 -0.4249
Cl -4.2158 -6.1755 -0.1339
H -2.5861 -7.6959 -1.9864
H -3.3157 -9.3002 -1.8855
H -3.3798 -8.3154 0.3341
H -5.0355 -8.3824 -0.2740
```

Here are the Löwdin charges for atoms 1 to 8, given in e:
1 C 0.134
2 C -0.108
3 C -0.081
4 C -0.218
5 N 0.224
6 C -0.246
7 N -0.018
8 C -0.137

***

Record 6
The following is a DFT calculation (ωB97M-V/def2-TZVPD) of C19H21NO3 as an isolated structure.

As for the HOMO energy: -0.285 Eh. The value obtained for the LUMO energy is 0.3 eV. As for the charge: 0.

```
44
C19H21NO3 | the Open Molecules 2025 dataset | ωB97M-V/def2-TZVPD
C -1.2514 -5.1224 -1.5698
C -1.3876 -3.9764 -0.7556
O -0.0876 -3.3178 -0.6776
C 0.7681 -3.8912 0.1978
C 1.7919 -2.9537 0.4176
C 1.6634 -1.6650 1.3902
N 0.8320 -0.7238 0.7991
C 1.0120 0.5327 0.3827
O 1.9533 1.1277 0.9521
C -0.0436 1.2174 -0.3226
C -0.9187 1.6838 0.5161
C -2.0408 0.8257 0.8737
C -3.2194 1.0394 1.9862
C -2.8913 2.2829 2.5276
C -2.1269 3.2508 2.0657
C -1.0407 2.9717 1.3118
O -0.3183 3.8509 0.9692
C 0.5389 3.7362 -0.1993
C 0.6700 2.3697 -1.0675
C 1.4805 2.4184 -2.0523
C 1.9642 3.5553 -2.6955
C 2.1094 4.8253 -1.8892
C 1.3131 4.8180 -0.8245
H 1.2475 5.8071 -0.1585
H 2.4403 5.5897 -2.6375
H 2.6067 3.3409 -3.5557
H 1.2971 1.4391 -2.5175
H -1.9007 4.1832 2.4650
H -3.6668 2.6462 3.4177
H -3.7409 0.2930 2.3434
H -2.0152 -0.2750 0.4560
H -0.4699 0.6152 -1.2034
H 0.1432 -1.2894 0.0428
H 2.4941 -1.1408 1.6074
H 1.1702 -2.0088 2.2719
H 2.9812 -3.5811 0.8350
H 2.3080 -2.6264 -0.6738
H 1.3116 -4.7698 -0.0975
H 0.3986 -4.0948 1.1500
H -1.6154 -3.9781 0.2308
H -1.9969 -3.1664 -1.0497
H -0.5384 -5.7385 -0.9991
H -0.8243 -4.7305 -2.5290
H -2.4007 -5.3702 -1.7347
```

Here are the natural (NBO) charges for atoms 1 to 8, given in e:
1 C -0.643
2 C -0.073
3 O -0.547
4 C -0.161
5 C -0.351
6 C -0.220
7 N -0.586
8 C 0.663

***

Record 7
The following is a DFT calculation (ωB97M-V/def2-TZVPD) of a 6-piece molecular cluster, C6H24O6 overall.

As for the HOMO energy: -0.358 Eh. As for the SMILES: CO.CO.CO.CO.CO.CO. The value obtained for the LUMO energy is 0.4 eV. As for the charge: 0.

```
36
C6H24O6 | the Open Molecules 2025 dataset | ωB97M-V/def2-TZVPD
C -3.1789 0.8273 -1.6395
O -2.2850 1.8954 -1.9929
H -2.6926 -0.1504 -1.7074
H -3.4968 0.9812 -0.6121
H -4.0570 0.8147 -2.2879
H -2.2694 1.9569 -2.9519
C 0.6255 0.3457 -0.4930
O -0.4360 1.1704 -0.0305
H 1.2993 0.1477 0.3327
H 0.2307 -0.5880 -0.9055
H 1.1776 0.8560 -1.2902
H -0.9461 1.4383 -0.8111
C 3.1239 -1.7688 2.0976
O 4.4418 -1.4585 1.6860
H 2.8019 -1.1582 2.9472
H 2.3900 -1.6746 1.2903
H 3.1151 -2.8091 2.4197
H 4.4842 -0.5191 1.4884
C -0.9920 -1.4843 2.2546
O -1.8152 -0.3739 1.9060
H -0.6032 -2.0027 1.3671
H -0.1326 -1.1706 2.8575
H -1.5995 -2.1955 2.8080
H -1.3659 0.1049 1.1923
C -1.3754 4.7281 -0.5615
O -1.4890 5.9994 -1.2004
H -2.3024 4.1597 -0.6339
H -0.5593 4.1815 -1.0207
H -1.1587 4.8427 0.5080
H -2.3740 6.3277 -1.0267
C 2.0139 -4.1771 -0.7934
O 1.0978 -3.2389 -1.3170
H 1.5236 -4.7002 0.0241
H 2.2872 -4.9380 -1.5369
H 2.9383 -3.7063 -0.4492
H 1.5782 -2.6634 -1.9178
```

Here are the natural (NBO) charges for atoms 1 to 8, given in e:
1 C -0.265
2 O -0.746
3 H 0.173
4 H 0.202
5 H 0.176
6 H 0.481
7 C -0.258
8 O -0.760